# 1
# C5H12N3

2 unconnected molecules or ions with the total composition C5H12N3 (wB97M-V/def2-TZVPD, the OMol25 dataset).

Structure (XYZ):
```
20
Properties=species:S:1:pos:R:3:forces:R:3
C 0.129317 -1.100173 -2.393104 0.803 0.348 2.252
C 0.658734 -0.568310 -3.556775 -0.786 1.359 -0.458
C 1.433556 -2.699987 -1.401238 1.160 0.636 0.712
N 0.890449 -1.537871 -1.323011 -0.805 -1.742 -2.603
H -0.924673 -1.057649 -2.126233 -0.106 0.013 -0.586
H 1.694895 -0.343633 -3.768800 0.251 -0.471 0.235
H -0.066534 -0.118130 -4.234869 0.156 -0.442 -0.243
H 2.019556 -3.100672 -0.578790 -0.102 0.203 0.138
H 1.464698 -3.268495 -2.328478 -0.560 -0.166 0.105
C -1.929417 1.818759 2.886146 -0.624 0.425 0.144
N -0.657624 1.770450 2.159084 0.317 -0.794 0.441
C -0.234885 0.667767 1.609042 -0.471 0.248 -0.375
N 0.920081 0.488390 0.978689 -0.419 0.583 -0.334
H -2.568267 2.588145 2.447181 0.152 -0.039 0.015
H -1.791399 2.055845 3.943654 0.207 -0.117 -0.188
H -2.447172 0.866742 2.791524 0.136 -0.025 0.032
H -0.042034 2.571616 2.246543 -0.019 0.038 -0.129
H -0.930287 -0.165056 1.599275 0.038 -0.010 0.157
H 1.464259 1.331461 0.832917 0.367 -0.295 -0.070
H 0.916754 -0.199190 0.217239 0.304 0.248 0.757
```
Forces are in eV/Å.

Output
LUMO (spin up / spin down)   -8.149 / -12.086 eV
ΔE to the lowest compared entry with this formula, charge and spin   0.0 kcal per mole
Total charge   +2
Multiplicity   2
HOMO level (spin up / spin down)   -18.098 / -18.093 eV

# 2
# C24H35BCdN5O8

A molecular structure, C24H35BCdN5O8 (wB97M-V/def2-TZVPD, the OMol25 dataset).

Structure (XYZ):
```
74
Properties=species:S:1:pos:R:3:forces:R:3
Cd -0.257068 0.355838 -0.166117 -1.461 -0.128 0.339
O -2.916318 4.283288 -0.689617 -0.599 1.454 -0.919
C -3.372468 3.565968 0.177063 3.533 -3.193 0.943
O -4.426388 3.729148 0.969453 -1.323 -0.554 0.837
B -4.509348 2.558028 1.904993 0.904 0.183 -1.499
O -3.344318 1.701408 1.536633 -1.124 -1.340 1.658
C -2.604908 2.331558 0.650273 -2.220 3.420 -1.463
O -1.544018 1.856318 0.150613 -0.019 1.088 -0.289
O -5.763488 1.768588 1.828553 -0.720 -0.590 1.019
C -6.242588 1.522948 3.064313 -0.900 0.176 -0.911
O -7.230688 0.871648 3.338763 1.306 0.496 -0.331
C -5.388228 2.353298 4.047033 1.022 1.312 2.204
O -4.425698 2.960198 3.284533 -1.398 -0.425 2.741
O -5.557768 2.486278 5.277613 0.625 -0.492 -3.986
C -5.449438 -1.129662 0.163433 0.247 1.671 -0.407
C -5.096278 -2.452932 0.713513 0.572 -0.901 0.024
C -3.661038 -2.962802 0.317953 -1.069 0.416 -0.529
C -2.699188 -1.876342 0.210723 0.832 0.307 1.255
N -1.869998 -1.081612 0.184693 -1.533 -1.648 0.065
H -4.763928 -0.352822 0.502073 -0.150 0.164 0.487
H -6.457508 -0.869502 0.486273 0.095 0.234 -0.159
H -5.352518 -1.016822 -0.916367 -0.369 -0.516 -0.274
H -5.881848 -3.138692 0.396163 0.396 -0.562 0.023
H -5.150568 -2.394202 1.800583 0.112 -0.109 0.054
H -3.587108 -3.325372 -0.707317 -0.674 -0.563 -0.125
H -3.346738 -3.763102 0.987903 0.356 0.242 -0.017
C 3.932522 0.490398 2.336543 -0.683 -0.546 -0.021
C 3.314372 0.526018 3.745163 0.672 0.324 -0.556
C 1.993142 1.273578 3.707843 0.281 0.683 0.598
C 1.024782 0.801588 2.732093 -2.554 -1.024 -2.420
N 0.256432 0.458278 1.907523 3.310 0.947 4.753
H 4.922042 0.040238 2.257243 -0.065 0.022 0.230
H 3.953002 1.478198 1.876173 0.189 0.146 0.292
H 3.239602 -0.068202 1.707323 0.133 -0.267 -0.277
H 3.971982 1.127328 4.372903 -0.038 -0.194 0.301
H 3.167302 -0.444782 4.218473 0.263 -0.133 -0.252
H 2.246852 2.307898 3.475653 -0.338 0.182 -0.268
H 1.586882 1.315638 4.718433 -0.457 -0.162 -0.148
C 2.154392 -4.853492 -1.567737 -0.318 -0.629 1.968
C 1.977612 -4.792282 0.031643 -0.046 0.720 -1.352
C 2.470952 -3.477182 0.635553 -0.200 1.487 -0.314
C 1.758092 -2.277062 0.166843 -3.236 2.992 -1.992
N 1.103502 -1.372712 -0.239977 3.906 -4.841 1.623
H 2.174522 -5.919452 -1.794487 0.667 0.031 -0.188
H 3.087322 -4.326622 -1.768097 -0.017 -0.324 -0.516
H 1.340862 -4.519552 -2.211747 -0.089 0.698 0.541
H 2.611302 -5.557042 0.480733 -0.242 -0.169 -0.103
H 0.943512 -4.910102 0.355463 0.037 -0.356 -0.149
H 3.490912 -3.210002 0.359153 0.404 -0.571 0.276
H 2.343012 -3.396692 1.715023 0.323 -0.479 0.171
C 2.522362 -0.816182 -4.102017 -0.906 -0.904 0.430
C 1.290992 -1.668582 -4.649677 2.246 1.098 -0.029
C -0.032998 -0.946492 -4.677417 0.077 0.718 -0.509
C -0.410768 -0.488092 -3.354067 -1.898 1.036 5.351
N -0.671698 -0.116342 -2.248757 1.004 -2.074 -7.081
H 3.308442 -1.528602 -3.851757 0.097 0.059 0.005
H 2.232682 -0.328702 -3.171137 -0.012 0.008 0.166
H 2.980732 -0.047982 -4.724807 -0.482 -0.165 -0.488
H 1.219592 -2.564642 -4.033177 -0.074 -0.001 -0.075
H 1.561642 -1.955352 -5.665857 -0.249 -0.246 -0.006
H -0.733938 -1.558442 -5.245147 -0.567 0.042 0.707
H -0.009418 0.001408 -5.215017 0.424 0.018 -0.495
C 3.713532 4.137828 0.215663 -0.778 0.112 -0.529
C 3.923652 3.857988 -1.272327 2.234 0.316 1.317
C 2.731892 3.419668 -2.031257 -0.881 -0.135 -0.590
C 1.935262 2.414708 -1.364417 -2.724 -2.693 2.005
N 1.237482 1.616798 -0.855337 4.426 4.036 -2.470
H 3.480512 3.246078 0.797543 0.163 -0.056 -0.065
H 2.831852 4.776188 0.272483 0.135 0.344 0.525
H 4.612972 4.626708 0.589973 -0.276 0.022 0.250
H 4.776422 3.179658 -1.299777 -0.130 -0.366 -0.549
H 4.303792 4.798418 -1.671327 -0.141 -0.074 -0.420
H 2.931922 2.973848 -3.005597 0.300 0.338 -0.200
H 2.097642 4.295498 -2.168217 -0.329 -0.110 -0.183
```
Forces are in eV/Å.

Output
LUMO (spin up / spin down)   -0.471 / -0.473 eV
ΔE to the lowest compared entry with this formula, charge and spin   3.1 kcal per mole
Multiplicity   2
HOMO level (spin up / spin down)   -2.828 / -6.671 eV

# 3
# C22H29N3O5

A single C22H29N3O5 molecule (wB97M-V/def2-TZVPD, the OMol25 dataset).

Structure (XYZ):
```
59
Properties=species:S:1:pos:R:3:forces:R:3
C -8.410201 -1.207587 1.298879 0.159 -0.097 -0.225
H -8.078698 -1.889465 2.079258 0.007 -0.054 0.120
H -9.384043 -1.540067 0.947832 -0.148 -0.018 0.019
H -8.523823 -0.216634 1.734374 -0.048 0.131 0.095
C -7.411830 -1.169093 0.143690 -0.045 0.154 0.186
C -7.928462 -0.251246 -0.961210 0.136 -0.278 0.090
H -7.265473 -0.266227 -1.821632 0.035 0.069 -0.163
H -8.008350 0.772630 -0.600381 -0.025 0.154 0.032
H -8.912878 -0.576404 -1.289224 -0.108 0.016 -0.085
C -6.039030 -0.710430 0.653466 -0.036 -0.315 -0.565
H -6.084258 0.356141 0.872662 -0.007 0.091 0.114
H -5.810181 -1.238108 1.585010 0.082 0.022 0.105
C -4.905749 -0.986161 -0.343967 0.144 0.479 0.613
C -3.524753 -0.555644 0.198117 -0.242 0.053 -0.620
C -2.437450 -0.904835 -0.823720 0.120 -0.126 0.394
C -1.063002 -0.470860 -0.324627 0.088 -0.220 -0.409
N -1.056862 0.952552 -0.044326 -0.026 -0.327 0.209
C -0.360511 1.779345 -0.858187 -0.114 0.433 -0.093
O 0.308152 1.354872 -1.781796 0.168 0.045 -0.298
C -0.377732 3.271467 -0.540199 0.027 -0.053 -0.057
C 0.515010 3.585024 0.673598 -0.068 -0.258 -0.140
C 1.872821 3.035226 0.450188 0.383 0.588 0.084
N 2.948961 3.678583 0.137177 -1.269 0.834 0.245
N 3.925950 2.767863 -0.016775 0.829 -1.356 -0.123
C 3.400618 1.599611 0.207014 0.252 0.967 -0.119
C 4.055261 0.315330 0.138203 0.119 -0.488 0.016
C 5.422593 0.262439 -0.119666 -0.325 0.138 0.066
C 6.092129 -0.951103 -0.206206 -0.050 -0.429 0.018
C 5.346395 -2.093896 -0.027802 -0.595 0.239 0.098
C 3.972514 -2.042254 0.228969 0.617 0.117 -0.100
C 3.298852 -0.853034 0.318240 0.136 -0.219 -0.034
H 2.239120 -0.810391 0.503139 -0.152 -0.008 0.026
O 3.489182 -3.316425 0.363232 -0.243 0.413 0.040
C 4.594096 -4.172705 0.167826 -0.056 -1.259 0.023
O 5.751706 -3.397550 -0.061525 0.285 0.391 -0.051
H 4.740655 -4.796916 1.063543 -0.023 0.220 -0.169
H 4.408252 -4.823487 -0.701781 0.039 0.227 0.156
H 7.148724 -1.003191 -0.406323 0.147 0.009 -0.027
H 5.951705 1.191282 -0.254605 0.084 0.089 -0.018
O 2.088279 1.704852 0.526832 0.122 -0.204 0.068
H 0.101735 3.139508 1.581074 -0.023 0.100 0.028
H 0.602112 4.663446 0.804367 0.041 -0.093 0.056
H 0.035123 3.776167 -1.415337 -0.092 -0.100 0.049
H -1.389001 3.641807 -0.373391 -0.018 0.022 0.003
C -2.026690 1.317624 0.958379 -0.362 0.249 0.013
H -1.985844 2.382533 1.176855 0.087 -0.048 0.029
C -3.442245 0.940230 0.504685 0.141 -0.206 0.323
H -3.695767 1.507093 -0.393614 -0.043 0.092 -0.053
H -4.140141 1.216243 1.295331 -0.059 0.052 -0.004
H -1.787748 0.771049 1.880072 -0.016 0.104 -0.002
H -0.300669 -0.663536 -1.080614 -0.057 -0.012 0.175
H -0.805194 -1.008285 0.595577 0.003 -0.008 -0.016
H -2.439022 -1.976601 -1.021212 0.000 0.024 -0.044
H -2.651510 -0.391625 -1.763164 0.000 0.017 -0.103
H -3.331638 -1.114909 1.123776 -0.029 -0.030 0.049
O -4.883572 -2.348566 -0.710272 0.001 -0.451 -0.094
H -4.783292 -2.875748 0.091337 -0.009 -0.010 -0.026
H -5.094855 -0.453218 -1.280807 0.038 0.057 0.036
H -7.306544 -2.178881 -0.266237 -0.001 0.069 0.054
```
Forces are in eV/Å.

Output
LUMO   0.511 eV
ΔE to the lowest compared entry with this formula, charge and spin   72.9 kcal per mole
SMILES   CC(C)C[C@H](O)C1CCN(C(=O)CCc2nnc(-c3ccc4c(c3)OCO4)o2)CC1
HOMO level   -7.999 eV

Q: What is the ΔE to the lowest compared entry with this formula, charge and spin in the third record?
A: 72.9 kcal per mole

Q: What is the formula in the second record?
A: C24H35BCdN5O8

Q: What is the formula in the third record?
A: C22H29N3O5